Entry 1:
The following is a DFT calculation (ωB97M-V/def2-TZVPD) of the molecule C8H14N2O.

Atoms and positions in Å:
C1 -0.81 -1.68 -0.26
C2 0.46 -1.95 -0.86
C3 1.29 -0.89 -0.73
C4 -1.05 -0.38 0.07
C5 0.84 -3.32 -1.19
C6 0.00 1.70 2.16
C7 -0.92 2.65 0.07
C8 0.11 1.71 0.63
N1 -0.06 0.47 0.00
N2 2.25 -0.41 -1.51
O1 -2.27 0.02 0.67
H1 -1.60 -2.34 -0.36
H2 1.71 -3.24 -1.94
H3 1.02 -3.85 -0.31
H4 -0.08 -3.80 -1.68
H5 0.83 1.13 2.79
H6 -1.00 1.29 2.35
H7 0.14 2.72 2.64
H8 -1.87 2.25 0.21
H9 -0.56 2.88 -0.89
H10 -1.12 3.50 0.68
H11 1.11 2.03 0.50
H12 1.90 -0.21 -2.40
H13 2.60 0.45 -1.13
H14 -2.90 -0.71 0.48

Output
Calculated total energy (eV): -13546.8863
Relative energy (zero: lowest compared OMol25 entry of this formula, charge and spin) (kcal/mol): 87.11
E_LUMO (eV): 0.747



Entry 2:
The following is a DFT calculation (ωB97M-V/def2-TZVPD) of a structure of composition C6H12O.

Atoms and positions in Å:
C1 -1.80 0.06 -1.05
C2 -0.59 -0.64 -0.46
C3 0.60 -0.33 -1.30
C4 2.16 -0.88 0.84
O1 1.22 0.05 1.25
C5 0.14 0.28 0.45
C6 -0.70 1.29 1.29
H1 -2.12 -0.46 -1.95
H2 -2.63 0.11 -0.35
H3 -1.51 1.08 -1.34
H4 -0.78 -1.66 -0.13
H5 0.49 0.30 -2.18
H6 1.19 -1.23 -1.59
H7 2.54 -0.60 -0.16
H8 2.96 -0.83 1.57
H9 1.71 -1.88 0.84
H10 -0.55 2.36 1.13
H11 -1.78 1.12 1.22
H12 -0.48 1.09 2.35

Output
Calculated total energy (eV): -8460.2620
Relative energy (zero: lowest compared OMol25 entry of this formula, charge and spin) (kcal/mol): 94.36
E_LUMO (eV): 0.937



Entry 3:
The following is a DFT calculation (ωB97M-V/def2-TZVPD) of a cluster of 10 separate species, C20H63N3O13 in total.

Atoms and positions in Å:
C1 -6.03 13.91 -8.81
O1 -6.40 12.85 -7.99
C2 -7.54 13.13 -7.21
C3 -7.89 11.94 -6.33
N1 -6.85 11.71 -5.32
C4 -6.96 10.39 -4.72
C5 -5.91 10.22 -3.66
O2 -4.66 10.11 -4.36
C6 -3.56 10.13 -3.50
H1 -5.70 14.80 -8.26
H2 -6.85 14.22 -9.48
H3 -5.22 13.65 -9.48
H4 -8.39 13.33 -7.87
H5 -7.37 13.97 -6.53
H6 -8.05 11.05 -6.95
H7 -8.84 12.14 -5.83
H8 -5.96 11.72 -5.81
H9 -6.75 9.63 -5.49
H10 -7.95 10.16 -4.33
H11 -6.03 9.31 -3.09
H12 -5.92 11.12 -3.03
H13 -2.68 9.86 -4.07
H14 -3.69 9.42 -2.67
H15 -3.39 11.10 -3.01
C7 -9.58 10.55 -8.07
O3 -9.70 9.96 -6.77
C8 -10.54 8.81 -6.86
C9 -11.14 8.53 -5.50
N2 -10.12 8.13 -4.53
C10 -10.64 8.14 -3.15
C11 -10.81 9.52 -2.54
O4 -9.55 10.13 -2.44
C12 -9.56 11.50 -2.08
H16 -8.69 11.18 -8.00
H17 -10.49 11.06 -8.38
H18 -9.27 9.80 -8.81
H19 -9.97 7.93 -7.17
H20 -11.40 8.99 -7.52
H21 -11.92 7.75 -5.57
H22 -11.74 9.39 -5.16
H23 -9.37 8.81 -4.59
H24 -9.93 7.56 -2.55
H25 -11.57 7.58 -3.16
H26 -11.33 9.39 -1.58
H27 -11.47 10.10 -3.19
H28 -10.15 12.08 -2.79
H29 -8.52 11.82 -2.07
H30 -9.93 11.64 -1.05
C13 -5.50 8.92 2.94
O5 -5.21 10.25 2.61
C14 -3.85 10.60 2.83
C15 -3.45 11.95 2.25
N3 -3.82 13.00 3.20
C16 -3.63 14.39 2.79
C17 -2.20 14.69 2.35
O6 -2.01 14.27 1.02
C18 -0.63 14.08 0.71
H31 -6.49 8.71 2.51
H32 -5.59 8.74 4.01
H33 -4.86 8.23 2.38
H34 -3.21 9.83 2.37
H35 -3.61 10.57 3.90
H36 -3.95 12.09 1.29
H37 -2.38 11.94 2.05
H38 -4.81 12.87 3.36
H39 -3.81 15.06 3.62
H40 -4.25 14.68 1.94
H41 -1.49 14.24 3.06
H42 -1.98 15.76 2.46
H43 -0.56 13.76 -0.32
H44 -0.22 13.30 1.36
H45 -0.14 15.05 0.84
O7 -7.18 12.01 2.09
H46 -7.67 12.04 2.92
H47 -6.45 11.36 2.25
O8 -6.49 13.41 -0.23
H48 -6.73 13.20 0.70
H49 -6.70 14.35 -0.28
O9 -6.79 14.12 -3.75
H50 -6.82 13.37 -4.39
H51 -6.68 13.69 -2.88
O10 -8.74 15.70 -2.51
H52 -8.21 14.94 -2.85
H53 -9.37 15.88 -3.21
O11 -8.66 9.84 1.14
H54 -9.48 10.24 0.81
H55 -8.08 10.60 1.32
O12 -7.48 16.01 -0.11
H56 -8.02 16.05 -0.93
H57 -6.65 16.45 -0.34
C19 -7.71 14.89 3.51
C20 -8.87 15.81 3.14
O13 -8.42 16.96 2.44
H58 -7.30 14.41 2.62
H59 -7.92 14.18 4.31
H60 -6.92 15.51 3.96
H61 -9.38 16.17 4.03
H62 -9.59 15.25 2.54
H63 -8.04 16.66 1.60

Output
Calculated total energy (eV): -52845.6739
SMILES: COCCNCCOC.COCCNCCOC.COCCNCCOC.CCO.O.O.O.O.O.O
Relative energy (zero: lowest compared OMol25 entry of this formula, charge and spin) (kcal/mol): 0.00
E_LUMO (eV): 0.521



Entry 4:
The following is a DFT calculation (ωB97M-V/def2-TZVPD) of a structure of composition C21H18Br2N3O2Pd.

Atoms and positions in Å:
Pd1 -1.20 0.13 -0.30
O1 -2.80 1.60 0.31
C1 -2.44 2.84 0.02
C2 -3.13 3.59 -0.94
C3 -2.76 4.89 -1.25
C4 -1.69 5.50 -0.60
C5 -1.01 4.77 0.36
C6 -1.35 3.47 0.68
C7 -0.59 2.72 1.75
O2 -1.43 1.91 2.53
N1 0.54 1.94 1.20
N2 0.38 1.51 -0.12
C8 0.96 0.34 -0.39
C9 1.31 -0.03 -1.76
Br1 0.51 1.01 -3.14
C10 2.09 -1.05 -2.15
C11 2.82 -1.98 -1.27
C12 2.80 -3.35 -1.57
C13 3.48 -4.26 -0.78
C14 4.20 -3.83 0.32
C15 4.24 -2.48 0.62
C16 3.56 -1.56 -0.17
H1 -2.10 1.56 1.89
H2 -3.96 3.12 -1.45
H3 -3.32 5.44 -2.00
H4 -1.40 6.52 -0.84
H5 -0.17 5.23 0.88
H6 -0.14 3.44 2.44
H7 0.66 1.15 1.83
H8 1.46 -0.22 0.39
H9 2.14 -1.27 -3.21
H10 2.24 -3.69 -2.43
H11 3.44 -5.32 -1.03
H12 4.73 -4.55 0.94
H13 4.81 -2.13 1.47
H14 3.63 -0.51 0.06
Br2 0.19 -4.47 1.73
C17 -1.03 -3.21 1.01
C18 -2.00 -2.62 1.84
C19 -2.85 -1.71 1.27
C20 -2.75 -1.42 -0.11
N3 -1.79 -1.98 -0.89
C21 -0.93 -2.84 -0.30
H15 -2.05 -2.86 2.89
H16 -3.60 -1.20 1.86
H17 -3.54 -0.88 -0.62
H18 -0.15 -3.25 -0.94

Output
Calculated total energy (eV): -174199.3906
Relative energy (zero: lowest compared OMol25 entry of this formula, charge and spin) (kcal/mol): 0.13
Total charge: -1
E_LUMO (eV): 2.507



Entry 5:
The following is a DFT calculation (ωB97M-V/def2-TZVPD) of a structure of composition C2H3NS2.

Atoms and positions in Å:
C1 0.36 -1.23 0.40
C2 0.24 1.30 0.22
H1 0.48 -1.57 1.36
H2 0.62 -1.93 -0.23
H3 0.63 2.20 0.27
N1 -1.05 1.14 0.13
S1 1.44 0.01 -0.20
S2 -1.32 -0.45 -0.18

Output
Calculated total energy (eV): -25281.1438
Relative energy (zero: lowest compared OMol25 entry of this formula, charge and spin) (kcal/mol): 32.89
E_LUMO (eV): 0.494



Entry 6:
The following is a DFT calculation (ωB97M-V/def2-TZVPD) of the ion C3H6NO4 with charge +1.

Atoms and positions in Å:
C1 0.45 0.26 0.49
C2 -1.17 -0.95 -0.68
C3 -0.77 -0.49 0.75
N1 2.94 -0.02 -0.39
O1 1.53 -0.46 0.44
O2 3.62 -0.88 -0.28
O3 -0.57 2.26 0.20
O4 0.57 1.51 0.16
H1 -0.79 -0.22 -1.51
H2 -2.32 -0.85 -0.57
H3 -0.78 -1.95 -0.89
H4 -0.66 -1.42 1.32
H5 -1.54 0.24 1.37
H6 -0.52 2.98 -0.41

Output
Calculated total energy (eV): -12874.6037
Relative energy (zero: lowest compared OMol25 entry of this formula, charge and spin) (kcal/mol): 75.65
Total charge: +1
E_LUMO (eV): -5.892



no.,HOMO level (eV)
1,-7.1
2,-7.8
3,-8.9
4,-4.0
5,-8.7
6,-15.8